Version one
{"formula": "C20H41N2P3RuS", "method": "wB97M-V/def2-TZVPD", "spin_multiplicity": 5, "orbital_gap_ev": [5.9, 4.5], "total_charge": 4, "symbols": ["Ru", "P", "P", "P", "H", "C", "C", "H", "C", "C", "C", "C", "C", "C", "C", "C", "C", "H", "H", "H", "H", "H", "H", "H", "H", "H", "H", "H", "H", "H", "H", "H", "H", "H", "H", "H", "H", "H", "H", "H", "H", "H", "H", "H", "H", "H", "C", "C", "C", "C", "C", "C", "S", "H", "H", "H", "H", "H", "H", "N", "C", "C", "N", "C", "H", "H", "H", "H"], "xyz": [[-0.564, 1.018, 0.962], [-1.836, 2.829, 0.752], [-1.774, -1.528, 2.030], [1.438, 1.522, 0.175], [-1.180, -4.008, -1.471], [-0.366, -3.280, -1.584], [0.845, -3.358, -1.003], [0.962, -3.754, 0.029], [-2.676, 2.363, -0.805], [-3.059, 2.535, 2.110], [-1.010, 4.474, 0.709], [-1.041, -3.209, 2.169], [-2.189, -1.091, 3.767], [-3.459, -1.979, 1.513], [2.891, 0.419, -0.077], [2.267, 2.782, 1.229], [1.326, 2.368, -1.421], [-0.623, -2.395, -2.125], [1.771, -2.922, -1.436], [-3.486, 3.032, -1.109], [-3.066, 1.356, -0.627], [-1.912, 2.300, -1.587], [-3.916, 3.219, 2.062], [-2.595, 2.585, 3.111], [-3.429, 1.503, 1.989], [-1.718, 5.290, 0.511], [-0.257, 4.470, -0.094], [-0.476, 4.689, 1.649], [-1.792, -3.899, 2.581], [-0.166, -3.207, 2.831], [-0.734, -3.593, 1.189], [-3.097, -1.641, 4.046], [-2.381, -0.012, 3.827], [-1.363, -1.355, 4.435], [-3.833, -2.694, 2.250], [-3.432, -2.425, 0.519], [-4.068, -1.072, 1.510], [3.732, 1.034, -0.449], [2.670, -0.369, -0.813], [3.208, -0.036, 0.873], [2.873, 3.410, 0.564], [2.922, 2.274, 1.945], [1.538, 3.398, 1.763], [2.020, 1.892, -2.131], [1.579, 3.428, -1.264], [0.305, 2.273, -1.814], [1.469, -1.195, -4.543], [0.967, -0.527, -5.693], [0.970, -1.186, -6.904], [1.632, -2.428, -7.028], [2.324, -2.976, -5.923], [2.311, -2.326, -4.695], [0.935, -0.624, -3.076], [-1.904, 0.229, 1.026], [0.481, 0.441, -5.573], [0.413, -0.763, -7.752], [1.568, -2.990, -7.971], [2.824, -3.949, -6.036], [2.875, -2.716, -3.847], [1.505, 0.708, 4.742], [2.033, -0.432, 4.135], [1.472, -0.550, 2.891], [0.601, 0.528, 2.740], [0.638, 1.249, 3.851], [1.683, 1.104, 5.682], [2.755, -1.071, 4.585], [1.570, -1.287, 2.104], [0.030, 2.127, 3.995]], "lowdin_spin": [1.07, 0.10, 0.29, 0.07, 0.00, 0.02, 0.00, 0.00, 0.03, 0.03, 0.03, 0.07, 0.03, 0.02, 0.02, 0.04, 0.01, 0.01, 0.00, 0.01, 0.00, 0.00, 0.01, 0.00, 0.01, 0.01, 0.00, 0.00, 0.01, 0.00, 0.00, 0.01, 0.00, 0.00, 0.01, 0.00, 0.00, 0.00, 0.01, 0.00, 0.01, 0.00, 0.00, 0.01, 0.00, 0.00, 0.08, 0.32, 0.23, 0.12, 0.23, 0.34, 0.58, 0.08, 0.01, 0.01, 0.00, 0.01, 0.01, 0.00, 0.00, 0.01, 0.01, 0.01, 0.00, 0.00, 0.00, 0.00]}

Version two
{"formula": "C20H41N2P3RuS", "method": "wB97M-V/def2-TZVPD", "spin_multiplicity": 5, "orbital_gap_ev": [6.4, 4.9], "total_charge": 4, "symbols": ["Ru", "P", "P", "P", "H", "C", "C", "H", "C", "C", "C", "C", "C", "C", "C", "C", "C", "H", "H", "H", "H", "H", "H", "H", "H", "H", "H", "H", "H", "H", "H", "H", "H", "H", "H", "H", "H", "H", "H", "H", "H", "H", "H", "H", "H", "H", "C", "C", "C", "C", "C", "C", "S", "H", "H", "H", "H", "H", "H", "N", "C", "C", "N", "C", "H", "H", "H", "H"], "xyz": [[-0.459, 0.656, 0.978], [-1.663, 2.507, 0.768], [-1.753, -1.349, 1.997], [1.458, 1.615, 0.137], [-1.167, -4.326, -1.298], [-0.370, -3.623, -1.610], [0.862, -3.701, -1.094], [1.049, -4.262, -0.174], [-2.642, 2.389, -0.771], [-2.982, 2.581, 2.034], [-1.127, 4.265, 0.725], [-0.997, -3.029, 2.074], [-2.131, -1.045, 3.770], [-3.412, -1.865, 1.383], [2.821, 0.415, -0.068], [2.278, 2.866, 1.217], [1.290, 2.465, -1.477], [-0.629, -2.845, -2.338], [1.716, -3.180, -1.557], [-3.334, 3.240, -0.762], [-3.180, 1.432, -0.750], [-1.978, 2.417, -1.642], [-3.680, 3.391, 1.786], [-2.528, 2.779, 3.007], [-3.514, 1.629, 2.060], [-2.012, 4.900, 0.551], [-0.403, 4.451, -0.077], [-0.682, 4.538, 1.688], [-1.742, -3.734, 2.483], [-0.133, -3.023, 2.753], [-0.694, -3.366, 1.070], [-3.008, -1.640, 4.061], [-2.347, 0.021, 3.909], [-1.279, -1.339, 4.398], [-3.847, -2.613, 2.065], [-3.321, -2.307, 0.378], [-4.083, -0.998, 1.340], [3.717, 0.904, -0.467], [2.522, -0.371, -0.770], [3.056, -0.049, 0.895], [2.907, 3.536, 0.619], [2.910, 2.356, 1.952], [1.526, 3.454, 1.749], [1.940, 1.998, -2.237], [1.528, 3.534, -1.384], [0.255, 2.365, -1.828], [1.419, -1.108, -4.444], [0.836, -0.532, -5.621], [0.934, -1.179, -6.846], [1.607, -2.405, -6.961], [2.266, -2.930, -5.843], [2.188, -2.302, -4.607], [1.191, -0.489, -2.910], [-2.000, 0.336, 0.874], [0.338, 0.435, -5.530], [0.504, -0.728, -7.744], [1.661, -2.916, -7.920], [2.860, -3.835, -5.932], [2.696, -2.701, -3.731], [1.528, 0.685, 4.833], [2.058, -0.455, 4.263], [1.525, -0.556, 3.010], [0.658, 0.516, 2.823], [0.684, 1.254, 3.933], [1.728, 1.066, 5.754], [2.786, -1.095, 4.747], [1.663, -1.259, 2.219], [0.132, 2.162, 4.090]], "lowdin_spin": [1.65, 0.08, 0.02, 0.01, 0.00, 0.01, 0.01, 0.00, 0.06, 0.02, 0.00, 0.01, 0.00, 0.00, 0.00, 0.00, 0.02, 0.01, 0.00, 0.01, 0.00, 0.00, 0.00, 0.00, 0.00, 0.00, 0.00, 0.00, 0.00, 0.00, 0.00, 0.00, 0.00, 0.00, 0.00, 0.00, 0.00, 0.00, 0.00, 0.00, 0.00, 0.00, 0.00, 0.01, 0.00, 0.00, 0.09, 0.34, 0.23, 0.11, 0.24, 0.33, 0.58, 0.03, 0.01, 0.01, 0.00, 0.01, 0.01, 0.00, 0.00, 0.01, 0.06, 0.01, 0.00, 0.00, 0.00, 0.00]}

Quick one: least stable of them? version one

Version one
{"formula": "C5H8IN2", "method": "wB97M-V/def2-TZVPD", "orbital_gap_ev": 9.3, "total_charge": 1, "symbols": ["C", "C", "C", "C", "C", "N", "N", "I", "H", "H", "H", "H", "H", "H", "H", "H"], "xyz": [[-0.255, 2.912, 0.029], [0.851, 2.122, -0.066], [-1.489, 2.325, 0.223], [0.788, 0.770, 0.113], [-1.526, 0.902, 0.209], [-0.101, -2.669, 0.038], [-0.433, 0.152, 0.094], [-3.504, -0.134, -0.060], [-0.166, 4.050, -0.003], [1.832, 2.520, -0.309], [-2.525, 2.859, 0.341], [1.618, 0.218, 0.084], [-0.300, -3.420, 0.686], [0.838, -3.021, -0.218], [-0.805, -2.611, -0.662], [-0.483, -0.983, 0.167]], "nbo_charge": [-0.11, -0.23, -0.27, 0.09, 0.18, -1.09, -0.52, 0.22, 0.27, 0.26, 0.28, 0.23, 0.40, 0.40, 0.39, 0.49]}

Version two
{"formula": "C5H8IN2", "method": "wB97M-V/def2-TZVPD", "orbital_gap_ev": 8.5, "total_charge": 1, "symbols": ["C", "N", "C", "I", "C", "C", "C", "N", "H", "H", "H", "H", "H", "H", "H", "H"], "xyz": [[0.267, -1.919, 0.870], [0.370, -0.709, -0.073], [1.536, -0.640, -0.882], [3.289, 0.535, 0.059], [-0.322, 0.323, 0.024], [-0.766, 1.485, -0.640], [-1.301, 2.187, 0.577], [-1.673, 0.795, 0.493], [0.301, -1.549, 1.886], [-0.673, -2.439, 0.582], [1.095, -2.587, 0.581], [1.886, -1.519, -1.204], [1.287, 0.122, -1.560], [-1.086, 1.594, -1.664], [-0.618, 2.381, 1.314], [-2.138, 2.879, 0.496]], "nbo_charge": [-0.40, -0.33, -0.25, 0.09, 0.51, -0.11, -0.21, -0.23, 0.25, 0.25, 0.24, 0.23, 0.22, 0.27, 0.21, 0.25]}

Quick one: least stable of them? version two

Version one
{"formula": "C5H6N2O2", "method": "wB97M-V/def2-TZVPD", "orbital_gap_ev": 9.4, "total_charge": 0, "symbols": ["C", "C", "C", "C", "C", "H", "H", "H", "H", "H", "H", "N", "N", "O", "O"], "xyz": [[1.955, 0.345, -2.224], [1.104, -0.423, -1.164], [-0.596, -0.007, 0.672], [-1.415, -0.933, 2.268], [-2.252, 0.156, 1.939], [1.423, 1.045, -2.686], [2.174, -0.193, -2.937], [2.781, 1.000, -1.538], [0.272, 1.533, -0.508], [-1.585, -1.601, 3.125], [-3.242, 0.458, 2.126], [0.245, 0.392, -0.430], [-0.345, -0.908, 1.520], [1.191, -1.622, -0.960], [-1.709, 0.756, 0.798]], "nbo_charge": [-0.64, 0.69, 0.64, -0.07, 0.00, 0.21, 0.21, 0.22, 0.42, 0.22, 0.21, -0.66, -0.46, -0.56, -0.41]}

Version two
{"formula": "C5H6N2O2", "method": "wB97M-V/def2-TZVPD", "orbital_gap_ev": 10.2, "total_charge": 0, "symbols": ["C", "C", "O", "N", "C", "N", "C", "C", "O", "H", "H", "H", "H", "H", "H"], "xyz": [[-2.901, -0.127, -0.130], [-1.527, 0.183, 0.303], [-1.240, 1.227, 0.978], [-0.485, -0.623, -0.090], [0.838, -0.273, 0.059], [1.782, -0.960, 0.636], [2.944, -0.211, 0.430], [2.654, 0.845, -0.262], [1.328, 0.777, -0.477], [-2.994, -1.171, -0.637], [-3.189, 0.715, -1.041], [-3.566, -0.269, 0.680], [-0.816, -1.290, -0.940], [3.891, -0.567, 0.965], [3.280, 1.742, -0.473]], "nbo_charge": [-0.70, 0.65, -0.61, -0.64, 0.62, -0.46, -0.11, 0.03, -0.38, 0.21, 0.26, 0.26, 0.41, 0.23, 0.22]}

Quick one: least stable of them? version one

Version one
{"formula": "C5H6N2O2", "method": "wB97M-V/def2-TZVPD", "orbital_gap_ev": 9.3, "total_charge": 0, "symbols": ["C", "C", "C", "C", "N", "N", "O", "C", "O", "H", "H", "H", "H", "H", "H"], "xyz": [[-1.968, -0.677, 0.367], [-0.549, -0.468, 0.066], [0.330, -1.371, -0.390], [1.649, -0.905, -0.779], [2.008, 0.316, -0.664], [1.220, 1.155, -0.088], [1.785, 2.416, 0.132], [-0.074, 0.916, 0.264], [-0.701, 1.867, 0.690], [-2.208, 0.225, 0.916], [-2.220, -1.533, 0.957], [-2.624, -0.767, -0.544], [-0.032, -2.467, -0.488], [2.338, -1.564, -1.216], [1.049, 2.858, 0.777]], "nbo_charge": [-0.66, -0.06, -0.20, -0.02, -0.18, 0.08, -0.51, 0.55, -0.66, 0.26, 0.23, 0.23, 0.23, 0.20, 0.51]}

Version two
{"formula": "C5H6N2O2", "method": "wB97M-V/def2-TZVPD", "orbital_gap_ev": 8.6, "total_charge": 0, "symbols": ["C", "C", "C", "O", "C", "N", "N", "C", "O", "H", "H", "H", "H", "H", "H"], "xyz": [[1.365, 1.858, -0.050], [1.089, 0.444, -0.224], [2.107, -0.556, -0.003], [1.841, -1.713, 0.209], [-0.233, 0.050, -0.086], [-1.224, 0.929, 0.203], [-2.418, 0.459, 0.135], [-2.116, -0.827, -0.117], [-0.812, -1.094, -0.111], [1.086, 2.237, 0.991], [2.468, 2.108, -0.136], [1.045, 2.597, -0.842], [3.234, -0.292, -0.089], [-0.922, 1.876, 0.181], [-2.919, -1.596, -0.386]], "nbo_charge": [-0.66, -0.38, 0.40, -0.59, 0.54, -0.39, -0.23, 0.25, -0.36, 0.20, 0.24, 0.22, 0.11, 0.42, 0.23]}

Quick one: least stable of them? version two

Version one
{"formula": "C2H4INO2", "method": "wB97M-V/def2-TZVPD", "orbital_gap_ev": 9.8, "total_charge": 0, "symbols": ["C", "C", "N", "O", "O", "I", "H", "H", "H", "H"], "xyz": [[-1.004, -0.526, -0.345], [2.200, 1.221, -0.082], [-1.486, -0.316, 0.865], [-1.937, -1.193, -1.078], [2.710, 2.278, -0.154], [3.314, -0.592, 0.216], [1.136, 0.974, -0.174], [-0.928, 0.150, 1.558], [-2.409, -0.632, 1.157], [-1.596, -1.363, -1.964]], "nbo_charge": [0.26, 0.30, -0.80, -0.71, -0.48, -0.03, 0.17, 0.40, 0.38, 0.50]}

Version two
{"formula": "C2H4INO2", "method": "wB97M-V/def2-TZVPD", "orbital_gap_ev": 9.7, "total_charge": 0, "symbols": ["O", "N", "O", "C", "C", "I", "H", "H", "H", "H"], "xyz": [[1.691, -2.075, -0.379], [1.246, -1.195, 0.374], [1.866, -0.706, 1.239], [-0.083, -0.687, 0.152], [-0.032, 0.683, -0.416], [-1.986, 1.671, -0.429], [-0.811, -0.800, 1.100], [-0.376, -1.452, -0.492], [0.591, 1.400, 0.266], [0.449, 0.816, -1.377]], "nbo_charge": [-0.40, 0.53, -0.34, -0.34, -0.52, 0.10, 0.25, 0.24, 0.25, 0.24]}

Version three
{"formula": "C2H4INO2", "method": "wB97M-V/def2-TZVPD", "orbital_gap_ev": 9.0, "total_charge": 0, "symbols": ["O", "C", "N", "I", "C", "O", "H", "H", "H", "H"], "xyz": [[-0.161, -0.891, 4.378], [0.591, -0.182, 3.909], [1.458, 0.352, 3.341], [2.011, 2.098, 2.622], [-1.119, 0.428, 0.013], [0.117, -0.279, 0.440], [-0.906, 0.530, -1.061], [-1.427, 1.309, 0.509], [-1.828, -0.293, 0.033], [0.665, -0.356, -0.390]], "nbo_charge": [-0.50, 0.84, -0.76, 0.43, -0.24, -0.74, 0.16, 0.18, 0.17, 0.47]}

Quick one: least stable of them? version two

Version one
{"formula": "C4H15N2O2", "method": "wB97M-V/def2-TZVPD", "spin_multiplicity": 2, "orbital_gap_ev": [3.0, 10.7], "total_charge": 0, "symbols": ["C", "O", "C", "C", "C", "N", "N", "H", "H", "H", "H", "H", "H", "H", "H", "H", "H", "H", "H", "H", "H", "H", "O"], "xyz": [[0.115, 1.621, 0.011], [-0.935, 1.967, 0.905], [0.955, 0.561, 0.662], [1.871, -0.241, -0.279], [1.253, -0.738, -1.566], [-0.071, -1.335, -1.251], [0.020, -0.401, 1.410], [-0.244, 1.396, -0.965], [0.798, 2.484, -0.021], [-1.613, 2.441, 0.403], [1.623, 0.922, 1.436], [2.697, 0.433, -0.421], [2.247, -1.096, 0.286], [1.142, 0.041, -2.259], [1.853, -1.471, -2.108], [-0.786, -0.949, -1.860], [-0.085, -2.345, -1.303], [-0.214, -1.107, 0.690], [-0.882, 0.100, 1.528], [0.253, -0.811, 2.326], [-3.745, -0.971, 1.248], [-3.263, -0.087, 0.130], [-2.990, -0.416, 1.001]], "lowdin_spin": [0.10, 0.09, 0.04, 0.02, 0.04, 0.05, 0.05, 0.05, 0.01, 0.06, 0.01, 0.00, 0.01, 0.01, 0.01, 0.07, 0.03, 0.02, 0.02, 0.04, 0.04, 0.10, 0.13]}

Version two
{"formula": "C4H15N2O2", "method": "wB97M-V/def2-TZVPD", "spin_multiplicity": 2, "orbital_gap_ev": [3.4, 10.5], "total_charge": 0, "symbols": ["N", "C", "C", "C", "O", "C", "N", "H", "H", "H", "H", "H", "H", "H", "H", "H", "H", "H", "H", "H", "H", "H", "O"], "xyz": [[-0.361, -1.479, 1.020], [-0.392, 0.051, 1.138], [-0.690, 0.586, -0.291], [-2.146, 0.504, -0.722], [0.183, -0.171, -1.141], [1.006, 0.566, 1.618], [1.311, -0.151, 2.883], [0.008, -1.849, 0.003], [0.188, -1.897, 1.812], [-1.227, -1.970, 1.030], [-1.221, 0.290, 1.858], [-0.277, 1.677, -0.241], [-3.052, 0.406, -0.016], [-2.583, 1.484, -1.153], [-2.349, -0.187, -1.512], [0.319, 0.312, -2.011], [1.031, 1.701, 1.674], [1.814, 0.205, 0.875], [0.845, 0.276, 3.682], [2.267, -0.136, 3.009], [1.393, 0.592, -4.388], [1.050, -0.706, -3.653], [0.877, 0.293, -3.703]], "lowdin_spin": [0.17, 0.07, 0.03, 0.05, 0.10, 0.03, 0.02, 0.16, 0.10, 0.15, 0.02, 0.01, 0.01, 0.00, 0.01, 0.00, 0.00, 0.01, 0.00, 0.00, 0.00, 0.01, 0.02]}

Quick one: least stable of them? version two